Record 1
C41H29MoN5O3PS as an isolated structure, computed with ωB97M-V with the def2-TZVPD basis set.

charge	+1
gap between HOMO and LUMO (spin up / spin down)	6.7 / 6.9	eV
electronic energy	-78553.5615	eV

The geometry in XYZ format:
```
81
Properties=species:S:1:pos:R:3:forces:R:3
Mo 0.55996 -0.22195 -0.14436 -0.1 -0.5 0.2
C -4.59491 -5.51194 3.45230 0.0 0.0 0.0
C -3.48113 -4.86906 2.67863 0.0 0.0 0.0
C -2.28528 -5.54616 2.45277 0.0 0.0 0.0
C -1.26541 -4.97187 1.71317 0.0 0.0 0.0
C -1.45331 -3.69607 1.19871 -0.2 0.1 0.1
C -2.63988 -2.99561 1.40233 0.0 0.0 0.0
C -3.64255 -3.58948 2.14344 0.0 0.0 0.0
S -0.16952 -2.92981 0.31743 0.0 0.0 0.0
O -0.75182 -2.09182 -0.75581 0.2 0.1 -0.1
O 0.82655 -3.89861 -0.00588 -0.1 0.0 0.0
N 0.44907 -1.69804 1.18554 0.3 0.2 0.0
C 1.13488 -1.59818 2.39944 -0.2 0.0 -0.1
C 1.36193 -2.57598 3.32504 0.1 0.0 0.2
C 2.05212 -2.26154 4.52149 -0.1 -0.1 -0.1
C 2.48472 -0.99387 4.77554 0.0 0.1 -0.1
C 2.25272 0.03985 3.82958 0.1 0.0 0.2
C 2.67163 1.37604 4.01778 0.0 0.0 0.1
C 2.41845 2.31421 3.05940 -0.1 -0.1 -0.1
C 1.74445 1.92623 1.89018 0.1 0.1 0.1
N 1.33728 0.69127 1.67541 -0.2 -0.2 0.0
C 1.58144 -0.26787 2.64142 0.0 0.1 -0.1
H -4.21659 -6.25594 4.15133 0.0 0.0 0.0
H -5.28615 -6.01604 2.77423 0.0 0.0 0.0
H -5.16436 -4.76991 4.01038 0.0 0.0 0.0
H -2.15417 -6.54194 2.85690 0.0 0.0 0.0
H -0.34336 -5.50426 1.52318 0.0 0.0 0.0
H -2.77362 -2.01174 0.97168 0.0 0.0 0.0
H -4.57241 -3.05840 2.30556 0.0 0.0 0.0
H 1.02559 -3.58851 3.14596 0.0 0.0 0.0
H 2.23329 -3.04955 5.23925 0.0 0.0 0.0
H 3.00887 -0.75897 5.69213 0.0 0.0 0.0
H 3.19974 1.64206 4.92506 0.0 0.0 0.0
H 2.73770 3.34004 3.16601 0.0 0.0 0.0
H 1.55405 2.63971 1.10012 0.0 0.0 0.0
C 1.17914 6.02316 -1.37831 0.0 0.0 0.0
C 1.63759 5.40442 -2.52993 0.0 0.0 0.0
C 1.42631 4.04555 -2.72853 0.0 0.0 0.0
C 0.76542 3.29380 -1.76216 0.0 0.0 0.0
C 0.28611 3.92931 -0.61485 0.0 0.0 0.0
C 0.49288 5.28479 -0.42193 0.0 0.0 0.0
P 0.34588 1.53387 -1.96750 0.0 0.0 -0.1
C 1.12453 0.95739 -3.49107 -0.1 0.0 0.0
C 2.50616 1.08457 -3.64821 0.0 0.0 0.0
C 3.14714 0.48135 -4.71727 0.0 0.0 0.0
C 2.41638 -0.26355 -5.63401 0.0 0.0 0.0
C 1.04681 -0.40623 -5.47644 0.0 0.0 0.0
C 0.40130 0.19608 -4.40528 0.0 0.0 0.0
C -1.44674 1.60338 -2.14547 0.0 0.0 0.0
C -2.16240 2.10118 -3.20127 0.0 0.0 0.0
C -3.56078 2.24178 -3.09419 0.0 0.0 0.0
C -4.19602 1.93652 -1.92084 0.0 0.0 0.0
C -3.47263 1.45519 -0.80358 -0.1 0.0 0.0
C -4.09361 1.19908 0.44868 0.0 0.0 0.0
C -3.35291 0.78897 1.51653 0.1 0.0 0.0
C -1.95796 0.56246 1.37746 -0.1 0.1 0.1
C -1.31831 0.75640 0.17784 0.3 -0.1 -0.2
C -2.08393 1.25329 -0.92965 0.0 0.0 0.1
H 1.34210 7.08242 -1.23106 0.0 0.0 0.0
H 2.15460 5.97964 -3.28638 0.0 0.0 0.0
H 1.77087 3.58409 -3.64336 0.0 0.0 0.0
H -0.28562 3.36746 0.11735 0.0 0.0 0.0
H 0.10875 5.76834 0.46666 0.0 0.0 0.0
H 3.09250 1.65764 -2.93727 0.0 0.0 0.0
H 4.21774 0.58548 -4.83285 0.0 0.0 0.0
H 2.91901 -0.73885 -6.46556 0.0 0.0 0.0
H 0.47699 -0.99343 -6.18379 0.0 0.0 0.0
H -0.66501 0.05974 -4.27734 0.0 0.0 0.0
H -1.66034 2.39910 -4.11418 0.0 0.0 0.0
H -4.12596 2.61788 -3.93600 0.0 0.0 0.0
H -5.26641 2.07428 -1.82810 0.0 0.0 0.0
H -5.16083 1.35632 0.54613 0.0 0.0 0.0
H -3.82675 0.61567 2.47445 0.0 0.0 0.0
H -1.41112 0.20410 2.24375 0.0 0.0 0.0
O 1.79367 -1.13714 -1.45212 0.1 0.2 -0.1
N 2.54752 -0.41291 -0.67536 -0.2 -0.2 0.1
C 3.83285 -0.46196 -0.67202 0.1 0.2 -0.1
C 4.55569 -1.27348 -1.60386 0.0 0.0 0.1
N 5.13594 -1.91411 -2.35856 0.0 0.0 0.0
C 4.49295 0.36729 0.29495 0.0 0.0 -0.1
N 4.99053 1.05340 1.06917 0.0 0.0 0.0
```
Forces are in eV/Å.

Atom charges from the Mulliken analysis, given in e for atoms 1 to 2: Mo -2.13; C -1.49


Record 2
C41H30AuF3O8S4 as an isolated structure, computed with ωB97M-V with the def2-TZVPD basis set.

gap between HOMO and LUMO	6.2	eV
ΔE to the lowest compared entry with this formula, charge and spin	0.367	eV
electronic energy	-114566.8145	eV

The geometry in XYZ format:
```
87
Properties=species:S:1:pos:R:3:forces:R:3
Au 1.84400 -0.13952 -1.50174 0.0 0.0 0.5
O 3.33971 -0.12161 -0.03334 0.1 0.0 0.1
S 4.01868 -1.41761 -0.38966 -0.3 0.1 -0.1
O 4.62514 -2.07859 0.70872 0.0 -0.2 0.0
O 2.96615 -2.16482 -1.14352 0.1 0.1 -0.1
C 5.28919 -1.07391 -1.58866 0.1 0.0 0.1
C 6.11905 -2.17551 -1.77432 0.1 0.0 0.1
C 7.19595 -2.12034 -2.64009 0.0 0.0 0.0
C 7.45449 -0.94378 -3.32078 0.0 0.0 0.0
C 6.61755 0.14755 -3.15700 0.0 0.0 0.0
C 5.52022 0.10786 -2.30182 0.0 0.0 -0.1
S 4.50275 1.60404 -2.35417 -0.2 -0.1 -0.1
O 5.01964 2.36785 -3.45521 0.0 0.1 0.0
O 4.49981 2.22337 -1.06110 0.0 0.0 0.1
O 3.13069 1.09039 -2.74746 0.3 -0.1 -0.2
H 5.92496 -3.07821 -1.21013 0.0 0.0 0.0
H 7.83014 -2.98690 -2.76948 0.0 0.0 0.0
H 8.30028 -0.87284 -3.99181 0.0 0.0 0.0
H 6.79079 1.05744 -3.71169 0.0 0.0 0.0
C 0.01759 5.95467 -4.14298 0.0 0.0 0.0
C 0.13667 4.84044 -3.14251 0.0 0.0 0.0
C -0.91936 3.94572 -2.95656 0.0 0.0 0.0
C -0.83077 2.91919 -2.03663 0.0 0.0 0.0
C 0.33279 2.79833 -1.28869 0.0 0.0 0.0
C 1.40037 3.66901 -1.44404 0.0 -0.1 -0.1
C 1.28812 4.68696 -2.37945 0.0 0.0 0.0
S 0.61051 1.46830 -0.14820 0.1 0.1 -0.1
O 1.57322 1.91523 0.85002 -0.1 0.0 0.1
C -0.97472 1.29155 0.65422 -0.1 -0.2 -0.1
C -1.42214 2.51307 1.22550 0.0 0.0 0.0
C -2.56325 2.52726 1.95774 0.0 0.0 0.0
C -3.29351 1.33241 2.18510 0.0 0.0 0.0
C -4.45432 1.33328 2.99213 0.0 0.0 0.0
C -5.11127 0.16817 3.26542 0.0 0.0 0.0
C -4.63538 -1.05120 2.74255 0.0 0.0 0.0
C -3.52635 -1.07847 1.94588 0.0 0.0 0.0
C -2.82969 0.11583 1.63745 0.1 0.0 0.0
C -1.63898 0.10290 0.83400 0.1 0.1 0.0
C -1.19670 -1.20067 0.26092 0.0 0.0 0.0
C -1.96991 -1.78501 -0.78813 0.0 0.0 0.0
C -3.09039 -1.12766 -1.36145 0.0 0.0 0.0
C -3.79601 -1.70637 -2.37434 0.0 0.0 0.0
C -3.42565 -2.97556 -2.87302 0.0 0.0 0.0
C -2.35895 -3.63323 -2.33712 0.0 0.0 0.0
C -1.60723 -3.05919 -1.28114 0.0 0.0 0.0
C -0.49277 -3.72795 -0.72184 0.0 0.0 0.0
C 0.22755 -3.16507 0.28783 0.0 0.0 0.0
C -0.14260 -1.90085 0.79134 0.1 -0.1 0.0
S 0.92407 -1.27127 2.13507 -0.1 0.0 -0.1
O 1.90232 -2.35689 2.36501 0.0 0.0 0.0
C -0.29951 -1.37342 3.43909 0.0 0.1 0.1
C -0.71276 -2.61059 3.90759 -0.1 0.0 0.0
C -1.63573 -2.66556 4.93848 0.0 0.0 0.0
C -2.13884 -1.50086 5.51702 0.0 0.0 0.0
C -3.16468 -1.56475 6.61362 0.0 0.0 0.0
C -1.67569 -0.27212 5.05708 0.0 0.0 0.0
C -0.75280 -0.20248 4.02480 0.1 0.0 0.0
H -0.46564 5.61162 -5.05776 0.0 0.0 0.0
H 0.99534 6.35759 -4.40176 0.0 0.0 0.0
H -0.58496 6.77100 -3.73904 0.0 0.0 0.0
H -1.82034 4.05293 -3.54851 0.0 0.0 0.0
H -1.65526 2.23266 -1.90227 0.0 0.0 0.0
H 2.30983 3.52256 -0.87404 0.0 0.0 0.0
H 2.12338 5.35998 -2.52674 0.0 0.0 0.0
H -0.84540 3.41582 1.07426 0.0 0.0 0.0
H -2.91893 3.45220 2.39504 0.0 0.0 0.0
H -4.80291 2.27399 3.40119 0.0 0.0 0.0
H -5.99484 0.17610 3.89089 0.0 0.0 0.0
H -5.15093 -1.97327 2.97790 0.0 0.0 0.0
H -3.16229 -2.02061 1.56050 0.0 0.0 0.0
H -3.38152 -0.15186 -0.99361 0.0 0.0 0.0
H -4.64285 -1.18860 -2.80616 0.0 0.0 0.0
H -3.99278 -3.42193 -3.67931 0.0 0.0 0.0
H -2.06544 -4.60687 -2.71060 0.0 0.0 0.0
H -0.21342 -4.69757 -1.11627 0.0 0.0 0.0
H 1.09626 -3.64614 0.71632 0.0 0.0 0.0
H -0.29929 -3.51145 3.47031 0.0 0.0 0.0
H -1.96733 -3.62893 5.30798 0.0 0.0 0.0
H -3.18108 -2.54674 7.08489 0.0 0.0 0.0
H -4.16463 -1.36841 6.21821 0.0 0.0 0.0
H -2.96537 -0.81904 7.38341 0.0 0.0 0.0
H -2.03737 0.64199 5.51368 0.0 0.0 0.0
H -0.37904 0.75792 3.68331 0.0 0.0 0.0
F 0.54354 -1.69750 -3.31136 0.0 0.0 0.1
C 0.57722 -0.38864 -3.03091 -0.2 0.0 -0.3
F -0.68215 0.00423 -2.77204 0.1 0.0 0.0
F 0.98574 0.25900 -4.11599 -0.1 -0.1 0.1
```
Forces are in eV/Å.

Atom charges from the Mulliken analysis, given in e for atoms 1 to 2: Au 1.68; O -1.00


Record 3
C41H30Cl2N4O2P2PdSSe2 as an isolated structure, computed with ωB97M-V with the def2-TZVPD basis set.

charge	+1
2S+1	2
⟨S²⟩	0.757
gap between HOMO and LUMO (spin up / spin down)	5.9 / 4.2	eV
electronic energy	-241682.5507	eV

The geometry in XYZ format:
```
85
Properties=species:S:1:pos:R:3:forces:R:3
Pd -0.36800 3.39465 -0.92142 1.4 0.9 1.0
Se 2.71438 -1.55421 1.12656 0.1 0.0 0.1
P 2.16831 -1.73311 -0.88994 0.0 0.1 0.1
C 1.05971 -3.11947 -1.20769 0.0 -0.1 0.0
C -0.15249 -3.03126 -1.87034 0.1 0.0 -0.1
C -0.92594 -4.16615 -2.07720 0.0 0.0 0.0
C -0.47812 -5.39709 -1.62713 0.0 0.0 0.0
C 0.74580 -5.49409 -0.97235 0.0 0.0 0.0
C 1.51210 -4.36286 -0.75994 0.0 0.0 0.1
C 3.53256 -1.99056 -2.04334 0.0 0.1 -0.1
C 3.32634 -2.65431 -3.25088 0.0 0.0 0.0
C 4.37422 -2.79438 -4.14752 0.0 0.0 0.0
C 5.62212 -2.26992 -3.84137 0.0 0.0 0.0
C 5.82803 -1.61017 -2.63740 0.0 0.0 0.0
C 4.78504 -1.46777 -1.73693 0.0 0.0 0.0
C 1.46235 -0.11286 -1.41137 -0.1 -0.3 -0.4
C 0.26738 0.60121 -1.46154 0.2 0.4 0.3
N 0.66436 1.89494 -1.67385 -0.5 -0.6 -0.5
N 1.96976 1.97212 -1.79209 0.0 0.0 0.2
N 2.46154 0.77480 -1.64632 0.0 0.1 -0.1
P -1.51024 0.35022 -1.41613 0.4 -0.9 -0.8
Se -2.49985 2.26447 -1.81770 -0.4 0.1 0.0
C -1.92942 -0.66215 -0.01483 -0.2 0.4 0.2
C -3.22368 -1.16854 0.14838 0.0 0.0 0.0
C -3.47958 -2.04603 1.18478 0.0 0.0 0.0
C -2.46262 -2.38843 2.07266 0.0 0.0 0.0
C -1.20476 -1.82353 1.95433 0.0 0.0 0.0
C -0.93706 -0.93908 0.92079 0.0 -0.1 -0.1
C -1.92912 -0.49314 -2.97558 -0.1 0.0 0.0
C -1.33934 0.02154 -4.13354 0.0 0.0 0.0
C -1.57942 -0.57284 -5.35843 0.0 0.0 0.0
C -2.42446 -1.67273 -5.44471 0.0 0.0 0.0
C -3.02286 -2.17785 -4.30167 0.0 0.1 0.0
C -2.77443 -1.59529 -3.06668 -0.1 0.1 0.0
H -0.48862 -2.08142 -2.25437 0.1 -0.1 0.0
H -1.87166 -4.08848 -2.59868 0.1 0.0 0.0
H -1.07616 -6.28408 -1.78980 0.0 0.0 0.0
H 1.09955 -6.45495 -0.62348 0.0 0.0 0.0
H 2.45519 -4.43485 -0.23172 0.0 0.0 0.0
H 2.35545 -3.07052 -3.49104 0.0 0.0 0.0
H 4.21909 -3.31987 -5.08052 0.0 0.0 0.0
H 6.43953 -2.38081 -4.54195 0.0 0.0 0.0
H 6.80357 -1.20840 -2.39845 0.0 0.0 0.0
H 4.93211 -0.95916 -0.79315 0.0 0.0 0.0
H -4.02393 -0.87847 -0.52064 0.0 0.0 0.0
H -4.47112 -2.46187 1.30521 0.0 0.0 0.0
H -2.66596 -3.08606 2.87490 0.0 0.0 0.0
H -0.41678 -2.06273 2.65634 0.0 0.0 0.0
H 0.05123 -0.50368 0.84883 0.0 0.0 0.0
H -0.68445 0.88235 -4.07692 0.0 0.0 0.0
H -1.10566 -0.17833 -6.24705 0.0 0.0 0.0
H -2.61455 -2.13407 -6.40447 0.0 0.0 0.0
H -3.67884 -3.03584 -4.36436 0.0 0.0 0.0
H -3.22403 -2.02605 -2.18552 0.0 0.0 0.1
Cl 0.47021 5.99718 5.49251 0.0 0.0 0.0
C 1.18292 4.96890 4.28691 -0.1 0.1 -0.1
C 2.13758 5.49471 3.43789 0.0 0.0 0.0
C 2.70128 4.69240 2.45778 0.0 0.0 0.0
C 2.34352 3.35750 2.38057 0.0 0.0 0.0
C 1.40541 2.83605 3.25937 0.1 -0.1 0.0
Cl 1.18620 1.11641 3.25183 -0.1 0.0 -0.1
C 0.74712 3.63800 4.20103 0.1 0.0 0.1
N -0.24503 3.16668 5.04673 0.0 -0.1 0.1
C -1.23427 2.23020 4.69250 0.0 0.1 -0.1
C -1.57541 1.21253 5.57726 0.1 -0.1 -0.1
C -2.51729 0.26524 5.21888 0.0 0.0 0.0
C -3.11324 0.31131 3.96475 0.0 0.0 0.0
C -2.81320 1.35509 3.10669 -0.1 0.0 0.1
C -1.91392 2.34844 3.47706 -0.1 0.0 0.1
C -1.82288 3.61391 2.66894 0.1 0.1 -0.1
C -1.14104 3.53636 1.34992 0.3 -0.1 -0.2
O -0.85143 4.59311 0.69428 -0.7 -0.1 -0.1
O -0.84775 2.42627 0.76666 -0.3 0.0 0.6
H 2.42297 6.53153 3.54700 0.0 0.0 0.0
H 3.43939 5.09869 1.78050 0.0 0.0 0.0
H 2.81406 2.68929 1.67061 0.0 0.0 0.0
H -0.29358 3.57664 5.96450 0.0 0.0 0.0
H -1.07281 1.15699 6.53475 0.0 0.0 0.0
H -2.77938 -0.51848 5.91762 0.0 0.0 0.0
H -3.83284 -0.44196 3.67283 0.0 0.0 0.0
H -3.32763 1.43684 2.15430 0.0 0.0 0.0
H -1.33784 4.42478 3.21170 0.0 0.0 0.1
H -2.83321 3.98244 2.45575 0.0 0.0 -0.1
S 0.28474 5.97015 -3.02433 0.2 -0.1 -0.1
C 0.13078 4.72404 -2.20958 -0.4 0.1 -0.2
```
Forces are in eV/Å.

Atom charges from the Mulliken analysis, given in e for atoms 1 to 2: Pd -0.32; Se -0.33